Entry 1:
C12H16N2 | wB97M-V/def2-TZVPD

Properties
energy	-576.28322	Eh
HOMO level	-8.7	eV
HOMO-LUMO gap	9.41	eV
energy above the lowest of the compared OMol25 structures with the same formula, charge and spin	60.72	kcal per mole
SMILES	CCc1c[nH]cn1.Cc1ccccc1

The geometry in ORCA input format:
```
! RIJCOSX wB97M-V def2-TZVPD def2/J DEFGRID3
* xyz 0 1
C -3.96 0.58 -0.97
C -2.61 1.38 -0.67
C -1.43 0.68 -1.27
C -0.90 -0.57 -1.07
N 0.10 -0.70 -2.12
C 0.15 0.41 -2.91
N -0.75 1.23 -2.39
H -3.74 -0.48 -0.82
H -4.21 0.67 -2.04
H -4.88 0.66 -0.31
H -2.51 2.43 -1.08
H -2.44 1.51 0.41
H -1.07 -1.28 -0.33
H 0.71 -1.42 -2.19
H 1.01 0.62 -3.53
C 2.06 -2.44 2.11
C 1.98 -0.99 1.69
C 1.01 -0.23 2.35
C 0.85 1.16 1.92
C 1.42 1.53 0.75
C 2.36 0.77 -0.01
C 2.65 -0.49 0.53
H 1.98 -3.23 1.41
H 1.37 -2.84 2.94
H 3.06 -2.64 2.52
H 0.18 -0.46 2.99
H 0.25 1.81 2.55
H 1.07 2.61 0.35
H 2.88 0.89 -1.00
H 3.40 -1.18 0.19
*
```

Entry 2:
C12H16N2 | wB97M-V/def2-TZVPD

Properties
energy	-576.17806	Eh
HOMO level	-7.3	eV
HOMO-LUMO gap	8.34	eV
energy above the lowest of the compared OMol25 structures with the same formula, charge and spin	126.71	kcal per mole
SMILES	CN1CC[C@@H]2Nc3ccccc3[C@H]2C1

The geometry in ORCA input format:
```
! RIJCOSX wB97M-V def2-TZVPD def2/J DEFGRID3
* xyz 0 1
C 3.62 -1.34 -0.36
N 2.40 -0.48 -0.40
C 2.51 0.68 0.46
C 1.58 1.89 -0.06
C 0.22 1.25 -0.34
N -1.23 1.82 -0.16
C -2.10 0.78 -0.05
C -3.51 1.09 -0.12
C -4.32 -0.11 -0.11
C -3.65 -1.49 0.00
C -2.40 -1.68 0.03
C -1.58 -0.53 0.11
C 0.01 -0.17 0.36
C 1.15 -1.16 -0.01
H 4.47 -0.47 -0.09
H 3.57 -1.89 -1.44
H 3.72 -2.23 0.54
H 2.50 0.41 1.60
H 3.45 1.31 0.43
H 2.17 2.31 -0.77
H 1.64 2.77 0.71
H 0.16 0.91 -1.48
H -1.43 2.78 0.27
H -3.87 2.04 -0.56
H -5.35 -0.04 -0.17
H -4.30 -2.33 0.00
H -1.91 -2.73 0.25
H 0.25 0.17 1.43
H 1.25 -1.81 0.85
H 0.97 -1.76 -0.91
*
```

Entry 3:
C12H16N2 | wB97M-V/def2-TZVPD

Properties
energy	-576.11743	Eh
HOMO level (spin up / spin down)	-7.4 / -7.4	eV
HOMO-LUMO gap (spin up / spin down)	6.02 / 6.02	eV
energy above the lowest of the compared OMol25 structures with the same formula, charge and spin	164.76	kcal per mole

The geometry in ORCA input format:
```
! RIJCOSX wB97M-V def2-TZVPD def2/J DEFGRID3
* xyz 0 1
C 1.42 0.66 -0.36
C 0.20 0.12 -0.38
C 2.37 -0.28 0.17
C -2.80 -1.46 -0.60
C -1.74 -2.35 -0.30
C -3.02 -0.03 -0.68
C -0.43 -2.20 0.10
C -2.54 1.03 0.09
C -1.96 0.87 1.37
C -3.03 2.35 -0.28
C 4.81 -0.12 -0.57
C 3.77 0.05 0.45
N 1.73 -1.40 0.49
N 0.43 -1.17 0.09
H 1.73 1.69 -0.77
H -3.63 -1.97 -1.23
H -1.98 -3.42 -0.35
H -3.72 0.22 -1.44
H 0.21 -3.13 0.39
H -2.01 -0.17 1.60
H -2.54 1.44 2.28
H -0.85 1.17 1.40
H -2.33 3.07 -0.05
H -4.08 2.47 0.26
H -3.22 2.23 -1.36
H 4.72 0.67 -1.38
H 4.75 -1.10 -1.00
H 5.72 0.24 -0.18
H 4.02 1.12 0.94
H 3.97 -0.63 1.30
*
```

Entry 4:
C12H16N2 | wB97M-V/def2-TZVPD

Properties
energy	-576.36069	Eh
HOMO level	-8.7	eV
HOMO-LUMO gap	9.48	eV
energy above the lowest of the compared OMol25 structures with the same formula, charge and spin	12.11	kcal per mole
SMILES	CCc1c[nH]cn1.Cc1ccccc1

The geometry in ORCA input format:
```
! RIJCOSX wB97M-V def2-TZVPD def2/J DEFGRID3
* xyz 0 1
C -0.52 -3.24 -1.41
C 0.43 -2.14 -0.93
C 0.82 -2.29 0.49
C 0.02 -2.29 1.61
N 0.86 -2.22 2.70
C 2.13 -2.15 2.20
N 2.13 -2.14 0.90
H -0.12 -4.24 -1.23
H -0.60 -3.13 -2.50
H -1.48 -3.32 -0.90
H 1.33 -2.17 -1.55
H 0.06 -1.15 -1.18
H -1.02 -2.17 1.84
H 0.55 -2.26 3.65
H 3.02 -2.16 2.80
C 1.44 1.93 0.43
C 0.11 2.27 -0.16
C -0.89 1.32 -0.34
C -2.15 1.69 -0.80
C -2.36 3.01 -1.23
C -1.37 3.97 -1.10
C -0.14 3.58 -0.57
H 1.81 0.94 0.16
H 1.34 1.95 1.52
H 2.26 2.61 0.19
H -0.66 0.31 -0.04
H -2.95 0.96 -0.91
H -3.25 3.27 -1.78
H -1.51 5.01 -1.36
H 0.69 4.26 -0.48
*
```

Entry 5:
C12H16N2O3S | wB97M-V/def2-TZVPD

Properties
energy	-1200.08916	Eh
HOMO level	-8.8	eV
HOMO-LUMO gap	9.11	eV
energy above the lowest of the compared OMol25 structures with the same formula, charge and spin	152.26	kcal per mole
SMILES	N[C@@H](CS)C(=O)N[C@@H](Cc1ccccc1)C(=O)O

The geometry in ORCA input format:
```
! RIJCOSX wB97M-V def2-TZVPD def2/J DEFGRID3
* xyz 0 1
N -1.37 3.93 0.07
C -1.54 2.56 0.34
C -2.79 1.93 -0.27
S -3.45 2.70 -1.91
C -0.40 1.76 -0.38
O 0.61 2.64 -0.67
N -0.35 0.45 -0.61
C -0.86 -0.52 0.36
C -0.51 -2.03 0.31
C 0.85 -2.34 -0.14
C 1.12 -2.04 -1.43
C 2.50 -2.10 -1.86
C 3.56 -2.68 -1.04
C 3.25 -3.05 0.26
C 1.89 -2.66 0.73
C -0.20 0.03 1.76
O 0.63 0.91 1.79
O -0.74 -0.58 3.01
H -0.54 4.38 0.62
H -0.85 3.91 -0.92
H -1.49 2.51 1.49
H -3.74 1.95 0.50
H -2.79 0.99 -0.47
H -2.89 4.03 -1.54
H 0.65 0.34 -0.93
H -2.02 -0.42 0.33
H -1.04 -2.48 -0.62
H -0.82 -2.47 1.41
H 0.40 -1.53 -2.19
H 2.85 -1.70 -2.87
H 4.73 -2.38 -1.43
H 3.97 -3.26 0.83
H 1.68 -2.69 1.78
H -0.31 -0.08 3.68
*
```

Entry 6:
C12H16N2O4 | wB97M-V/def2-TZVPD

Properties
energy	-877.18304	Eh
HOMO level	-9.1	eV
HOMO-LUMO gap	9.50	eV
energy above the lowest of the compared OMol25 structures with the same formula, charge and spin	135.18	kcal per mole

The geometry in ORCA input format:
```
! RIJCOSX wB97M-V def2-TZVPD def2/J DEFGRID3
* xyz 0 1
C -0.93 1.71 1.89
C 0.50 2.07 1.51
C -1.61 2.98 2.39
C 1.03 -0.08 0.05
C 1.47 -1.26 0.75
C 1.62 -0.10 -1.44
C 0.84 -1.20 -2.12
C 1.23 -2.45 -2.20
C -0.50 -0.87 -2.56
C 0.29 -3.39 -2.65
C -1.51 -1.86 -2.86
C -1.06 -3.20 -2.99
H 0.11 0.97 3.55
H -1.94 0.79 3.56
H -1.48 1.39 0.96
H -2.57 2.42 2.74
H -1.24 3.33 3.34
H -0.97 4.73 1.91
H 2.10 1.65 0.50
H -0.09 -0.36 -0.09
H 2.77 -0.34 -1.52
H 1.15 0.78 -1.87
H 2.21 -2.85 -1.79
H -0.70 0.24 -2.64
H 0.48 -4.46 -2.95
H -2.33 -1.39 -3.54
H -1.58 -4.06 -3.36
H 0.11 -0.71 1.95
N -0.87 0.72 2.82
N 1.29 1.12 0.82
O 0.93 3.13 1.90
O -1.76 4.10 1.53
O 2.37 -2.05 0.55
O 0.63 -1.49 1.86
*
```

Entry 7:
C12H16N4O2S3 | wB97M-V/def2-TZVPD

Properties
energy	-2030.88447	Eh
HOMO level	-8.2	eV
HOMO-LUMO gap	8.03	eV
energy above the lowest of the compared OMol25 structures with the same formula, charge and spin	3.22	kcal per mole
SMILES	CNC(=O)N(O)[C@H]1N(/N=C/c2cccs2)C(=S)SC1(C)C

The geometry in ORCA input format:
```
! RIJCOSX wB97M-V def2-TZVPD def2/J DEFGRID3
* xyz 0 1
C -0.13 -4.00 1.58
N 0.60 -2.75 1.48
C 0.62 -2.04 0.33
O -0.01 -2.29 -0.67
N 1.48 -0.94 0.38
O 2.07 -0.60 1.60
C 1.31 0.13 -0.57
N 0.52 1.21 0.03
N -0.80 0.99 -0.04
C -1.73 1.73 0.44
C -3.08 1.34 0.20
C -4.22 1.98 0.63
C -5.39 1.34 0.20
C -5.14 0.23 -0.55
S -3.46 -0.07 -0.74
C 1.23 2.19 0.64
S 0.70 3.31 1.71
S 2.92 2.11 0.15
C 2.61 0.75 -1.07
C 3.77 -0.23 -1.07
C 2.40 1.38 -2.44
H 0.55 -4.85 1.60
H -0.77 -4.07 0.70
H -0.74 -4.00 2.48
H 1.28 -2.53 2.19
H 1.47 -0.01 2.10
H 0.72 -0.32 -1.38
H -1.58 2.64 1.01
H -4.21 2.88 1.22
H -6.39 1.69 0.43
H -5.85 -0.44 -1.00
H 4.67 0.26 -1.45
H 3.53 -1.08 -1.70
H 3.97 -0.59 -0.06
H 3.28 1.96 -2.73
H 2.23 0.61 -3.19
H 1.54 2.05 -2.43
*
```

Entry 8:
C12H16N6O3 | wB97M-V/def2-TZVPD

Properties
energy	-1021.14064	Eh
HOMO level	-8.7	eV
HOMO-LUMO gap	9.14	eV
energy above the lowest of the compared OMol25 structures with the same formula, charge and spin	54.86	kcal per mole
SMILES	N[C@@H](Cc1c[nH]cn1)C(=O)N[C@@H](Cc1c[nH]cn1)C(=O)O

The geometry in ORCA input format:
```
! RIJCOSX wB97M-V def2-TZVPD def2/J DEFGRID3
* xyz 0 1
N 0.01 -1.41 1.40
C 0.25 -1.21 -0.02
C 1.54 -1.87 -0.49
C 2.67 -1.01 -0.07
C 3.93 -0.90 -0.61
N 4.64 -0.04 0.16
C 3.84 0.43 1.17
N 2.67 -0.19 1.09
C -0.85 -1.58 -0.87
O -0.74 -2.43 -1.73
N -2.03 -0.81 -0.78
C -2.56 -0.01 0.28
C -2.73 1.46 -0.09
C -1.35 2.03 -0.28
C -0.43 2.31 0.67
N 0.77 2.46 -0.05
C 0.43 2.39 -1.33
N -0.80 2.02 -1.52
C -3.91 -0.48 0.62
O -4.24 -0.66 1.78
O -4.75 -0.65 -0.44
H 0.85 -1.26 1.99
H -0.50 -2.34 1.50
H 0.31 -0.10 -0.23
H 1.68 -2.90 -0.20
H 1.47 -1.97 -1.59
H 4.14 -1.04 -1.70
H 5.57 0.36 0.01
H 4.26 1.08 1.86
H -2.73 -1.19 -1.38
H -1.99 -0.10 1.18
H -3.25 1.64 -1.01
H -3.18 1.97 0.78
H -0.44 2.29 1.70
H 1.69 2.41 0.30
H 1.28 2.39 -2.07
H -5.52 -1.07 -0.03
*
```

Entry 9:
C12H16N6S2Tc | wB97M-V/def2-TZVPD

Properties
expectation value of S²	3.787
energy	-1672.01242	Eh
HOMO level (spin up / spin down)	-14.8 / -15.0	eV
HOMO-LUMO gap (spin up / spin down)	6.69 / 5.85	eV
energy above the lowest of the compared OMol25 structures with the same formula, charge and spin	0.00	kcal per mole

The geometry in ORCA input format:
```
! RIJCOSX wB97M-V def2-TZVPD def2/J DEFGRID3
* xyz 2 4
Tc 0.32 -0.28 -0.61
C -0.82 1.08 3.48
C -0.27 1.02 2.10
S 0.50 -0.46 1.63
C -0.31 2.09 1.21
C -0.95 3.40 1.55
S 0.42 1.97 -0.34
H -0.68 0.14 4.01
H -1.89 1.31 3.46
H -0.33 1.87 4.05
H -0.99 3.58 2.62
H -1.97 3.42 1.16
H -0.41 4.22 1.07
N 5.65 -1.67 -0.18
C 4.62 -1.22 -0.91
C 3.35 -0.98 -0.34
N 2.36 -0.52 -1.10
C 2.57 -0.29 -2.41
C 3.83 -0.54 -2.94
N 4.83 -1.00 -2.21
H 5.58 -1.86 0.80
H 6.53 -1.82 -0.64
H 3.14 -1.15 0.71
H 1.76 0.12 -3.00
H 4.02 -0.36 -3.99
N -4.55 -2.51 0.23
C -3.82 -1.57 -0.39
C -2.47 -1.33 -0.06
N -1.79 -0.39 -0.71
C -2.39 0.34 -1.66
C -3.72 0.08 -1.96
N -4.42 -0.85 -1.34
H -4.17 -3.11 0.94
H -5.51 -2.63 -0.05
H -1.96 -1.89 0.71
H -1.83 1.13 -2.15
H -4.23 0.66 -2.72
*
```

Entry 10:
C12H16NOP | wB97M-V/def2-TZVPD

Properties
energy	-938.07517	Eh
HOMO level	-9.3	eV
HOMO-LUMO gap	10.20	eV
energy above the lowest of the compared OMol25 structures with the same formula, charge and spin	84.93	kcal per mole
SMILES	PC1=N[C@H](c2ccccc2)OC1.C=CC

The geometry in ORCA input format:
```
! RIJCOSX wB97M-V def2-TZVPD def2/J DEFGRID3
* xyz 0 1
P -1.48 2.30 1.97
C -0.47 1.46 0.72
N 0.32 0.52 1.05
C 0.94 0.13 -0.16
C 2.40 -0.04 -0.08
C 2.89 -1.11 -0.82
C 4.29 -1.27 -0.83
C 5.09 -0.48 -0.04
C 4.50 0.54 0.69
C 3.15 0.77 0.69
O 0.57 1.17 -1.21
C -0.51 1.87 -0.69
H -1.51 1.00 2.66
H -2.55 2.11 1.12
H 0.51 -0.78 -0.52
H 2.15 -1.53 -1.47
H 4.75 -1.92 -1.52
H 6.20 -0.65 -0.02
H 5.24 0.99 1.38
H 2.73 1.55 1.47
H -1.41 1.63 -1.30
H -0.32 2.95 -0.75
C -3.00 -0.31 -1.14
C -2.38 -1.42 -0.58
C -1.76 -2.51 -1.40
H -3.57 0.59 -0.74
H -2.91 -0.23 -2.19
H -2.27 -1.57 0.51
H -0.80 -2.68 -0.99
H -1.80 -2.36 -2.41
H -2.26 -3.51 -1.15
*
```

Entry 11:
C12H16O2S | wB97M-V/def2-TZVPD

Properties
energy	-1015.41724	Eh
HOMO level	-8.5	eV
HOMO-LUMO gap	8.30	eV
energy above the lowest of the compared OMol25 structures with the same formula, charge and spin	38.18	kcal per mole
SMILES	CC1(C)OC(C)(C)[C@@H](c2ccco2)C1=S

The geometry in ORCA input format:
```
! RIJCOSX wB97M-V def2-TZVPD def2/J DEFGRID3
* xyz 0 1
C 2.37 -1.31 1.21
C 1.00 -0.68 1.38
C 0.46 -0.87 2.79
O 0.15 -1.35 0.40
C -0.25 -0.53 -0.73
C -0.13 -1.35 -1.98
C -1.74 -0.17 -0.57
C 0.65 0.66 -0.71
C 0.08 1.87 -1.25
C -0.44 3.01 -0.66
C -0.89 3.85 -1.71
C -0.68 3.15 -2.88
O -0.12 1.99 -2.64
C 1.07 0.80 0.98
S 1.67 2.00 1.79
H 3.03 -0.68 1.79
H 2.57 -1.21 0.18
H 2.30 -2.31 1.57
H -0.45 -0.47 3.27
H 1.29 -0.65 3.59
H 0.23 -1.97 2.97
H 0.98 -1.62 -2.18
H -0.48 -0.83 -2.95
H -0.78 -2.33 -2.07
H -2.09 0.02 -1.58
H -1.92 0.73 0.05
H -2.14 -1.12 -0.17
H 1.75 0.50 -1.04
H -0.31 3.32 0.34
H -1.20 4.95 -1.83
H -0.96 3.37 -3.90
*
```

Entry 12:
C12H16OSi | wB97M-V/def2-TZVPD

Properties
energy	-831.37343	Eh
HOMO level	-6.0	eV
HOMO-LUMO gap	5.55	eV
energy above the lowest of the compared OMol25 structures with the same formula, charge and spin	128.13	kcal per mole

The geometry in ORCA input format:
```
! RIJCOSX wB97M-V def2-TZVPD def2/J DEFGRID3
* xyz 0 1
C 0.93 1.96 1.16
C 0.23 0.98 1.96
C 1.87 1.56 0.24
C 0.45 -0.34 1.66
C 2.18 0.21 0.19
C 1.53 -0.75 0.90
C 3.71 -1.15 -1.35
C -0.31 -0.86 -1.66
C 3.23 0.01 -0.85
C -1.27 -1.48 -0.93
C -2.88 1.79 -1.65
C -3.23 -0.95 1.53
O -3.17 0.92 -0.66
Si -2.83 -0.63 -0.25
H 0.84 2.95 1.50
H -0.44 1.26 2.72
H 2.27 2.12 -0.63
H -0.14 -1.08 2.10
H 4.47 -1.15 -2.10
H 3.60 -2.10 -0.87
H 0.62 -1.17 -2.04
H -0.57 0.21 -1.76
H 3.51 0.87 -1.37
H -1.02 -2.57 -0.68
H -2.04 1.69 -2.37
H 1.81 -1.87 1.03
H -3.45 2.74 -1.82
H -2.83 -1.95 1.96
H -2.85 -0.30 2.31
H -4.25 -0.94 1.74
*
```